# 1
C48H52BN12OS3SeSn | the ωB97M-V functional and the def2-TZVPD basis

```
119
Properties=species:S:1:pos:R:3:forces:R:3
Sn -2.026 -0.808 1.533 -0.35 -0.72 -0.36
C -2.219 3.062 -1.963 -0.13 0.03 -0.04
C -0.772 2.729 -1.990 0.28 0.09 -0.51
C 0.082 3.192 -2.943 -0.17 -0.35 0.52
C 1.458 2.843 -2.878 -0.22 -0.05 0.09
N 1.889 1.990 -1.995 0.79 0.11 -0.29
N 1.056 1.490 -1.076 -0.97 0.42 -0.25
B 1.589 0.345 -0.229 -0.58 -0.32 -0.95
N 1.719 0.530 1.235 0.06 0.43 0.81
N 2.851 0.608 0.531 1.31 0.39 0.39
C 4.021 0.890 1.015 -0.01 -0.01 0.07
C 4.031 1.253 2.392 -0.43 -0.08 0.21
C 2.894 1.203 3.149 0.54 0.08 -0.38
C 2.883 1.554 4.589 0.12 0.03 0.10
C 1.647 0.744 2.569 -0.41 -0.13 0.03
S 0.305 0.478 3.489 0.03 -0.09 -0.14
C 5.253 0.763 0.164 0.15 -0.02 -0.24
C 6.196 -0.236 0.851 -0.19 0.05 -0.02
C 4.854 0.238 -1.215 0.10 0.09 0.25
C 5.944 2.125 0.036 -0.18 -0.08 0.03
N 1.418 -0.991 -0.914 -0.61 -0.80 -0.02
N 1.803 -0.954 -2.195 0.31 0.37 -0.61
C 1.677 -1.996 -2.961 -0.08 0.02 0.29
C 1.026 -3.163 -2.484 -0.11 0.08 0.63
C 0.651 -3.236 -1.176 -0.02 0.00 -0.76
C -0.036 -4.430 -0.622 -0.05 -0.05 0.05
C 0.926 -2.117 -0.324 0.30 0.11 0.48
S 0.744 -2.195 1.335 -0.14 -0.44 0.27
C 2.251 -1.876 -4.359 0.12 0.22 -0.24
C 3.716 -1.441 -4.239 -0.18 -0.03 -0.02
C 2.189 -3.192 -5.138 -0.05 0.19 0.16
C 1.478 -0.780 -5.102 0.08 -0.17 0.05
C -0.236 1.890 -0.963 0.19 0.05 0.10
S -1.158 1.543 0.400 0.03 0.30 0.06
C 2.434 3.522 -3.816 0.27 0.07 -0.10
C 2.451 5.014 -3.445 0.05 -0.19 -0.01
C 3.840 2.940 -3.684 -0.26 0.09 0.01
C 1.973 3.380 -5.273 0.01 -0.07 0.20
H -2.504 3.604 -2.861 -0.03 0.04 -0.05
H -2.444 3.666 -1.085 -0.07 0.02 0.01
H -2.807 2.147 -1.876 -0.03 0.06 -0.01
H -0.278 3.833 -3.730 -0.05 0.10 -0.09
H 4.956 1.568 2.847 0.15 0.00 0.01
H 3.808 2.039 4.885 0.07 0.05 0.03
H 2.752 0.639 5.168 -0.03 -0.02 0.09
H 2.022 2.182 4.819 0.08 0.02 0.01
H 5.699 -1.190 1.007 -0.04 -0.13 0.00
H 6.538 0.129 1.816 0.08 0.06 0.12
H 7.064 -0.402 0.221 0.14 0.00 -0.08
H 4.428 -0.758 -1.132 -0.06 -0.17 -0.05
H 5.725 0.185 -1.861 0.15 0.00 -0.08
H 4.113 0.888 -1.671 -0.07 0.05 -0.17
H 6.195 2.540 1.008 0.06 0.07 0.12
H 5.301 2.830 -0.483 -0.08 0.14 -0.07
H 6.863 2.018 -0.534 0.10 -0.03 -0.06
H 0.826 -3.989 -3.147 0.03 -0.12 -0.07
H -0.176 -5.180 -1.396 -0.01 -0.06 -0.02
H -1.009 -4.131 -0.230 -0.04 -0.01 0.07
H 0.539 -4.848 0.203 -0.03 -0.04 0.04
H 4.290 -2.159 -3.659 0.13 -0.12 0.08
H 3.773 -0.476 -3.747 0.08 0.14 0.08
H 4.156 -1.364 -5.230 0.09 0.02 -0.11
H 2.713 -3.987 -4.612 0.05 -0.11 0.02
H 2.670 -3.058 -6.105 0.03 0.02 -0.07
H 1.164 -3.507 -5.323 -0.13 -0.06 -0.02
H 1.487 0.127 -4.505 -0.03 0.17 0.01
H 0.447 -1.079 -5.274 -0.17 0.00 -0.03
H 1.945 -0.580 -6.065 0.02 0.02 -0.11
H 2.723 5.152 -2.402 0.06 0.03 0.13
H 1.478 5.471 -3.608 -0.09 0.09 -0.01
H 3.180 5.533 -4.062 0.06 0.10 -0.08
H 4.208 3.050 -2.669 0.10 -0.06 0.13
H 4.517 3.464 -4.354 0.05 0.08 -0.09
H 3.838 1.887 -3.953 0.08 -0.17 0.05
H 1.029 3.887 -5.451 -0.11 0.04 -0.07
H 1.860 2.333 -5.542 -0.01 -0.14 -0.09
H 2.716 3.823 -5.931 0.05 0.06 -0.07
O -2.510 -1.737 -0.459 0.30 0.34 0.49
C -3.535 -2.348 -0.982 -0.05 0.08 0.14
C -3.321 -3.209 -2.077 0.01 -0.12 -0.12
C -4.341 -3.919 -2.658 0.08 0.02 0.09
C -5.631 -3.824 -2.149 -0.28 -0.08 -0.07
C -5.878 -2.974 -1.099 0.05 0.01 -0.04
C -4.869 -2.193 -0.523 0.19 -0.47 -0.39
C -5.236 -1.213 0.468 0.06 0.10 0.00
N -4.458 -0.572 1.330 0.52 -0.31 -0.29
C -5.250 0.307 2.004 -0.45 0.30 0.23
C -6.528 0.200 1.564 0.04 0.27 0.34
N -6.509 -0.762 0.598 0.09 -0.15 -0.11
H -2.312 -3.307 -2.451 0.15 0.10 0.01
H -4.136 -4.562 -3.501 0.01 -0.09 -0.07
H -6.431 -4.406 -2.573 -0.12 -0.09 -0.05
H -6.881 -2.929 -0.695 -0.09 -0.01 -0.01
H -4.847 0.959 2.747 -0.01 0.19 0.20
H -7.421 0.711 1.848 -0.23 0.14 0.07
H -7.295 -1.044 0.037 0.12 0.00 -0.01
Se -5.534 0.195 9.063 0.11 -0.05 -0.11
N -4.687 1.296 7.991 0.49 0.82 -0.59
C -4.163 0.613 6.993 -0.67 -0.10 1.15
C -3.461 1.196 5.886 0.34 0.19 -0.71
C -3.181 2.562 5.815 -0.02 -0.14 -0.15
C -2.618 3.063 4.664 -0.02 -0.10 0.08
C -2.382 2.186 3.610 0.00 0.36 0.02
N -2.603 0.891 3.679 -0.18 -0.35 -0.26
C -3.099 0.371 4.802 -0.19 0.89 0.52
C -3.251 -1.070 4.893 -0.44 -0.79 0.64
N -2.768 -1.824 3.904 0.02 0.24 -0.10
C -2.825 -3.136 3.998 0.00 -0.27 0.01
C -3.377 -3.802 5.090 -0.12 0.08 0.05
C -3.922 -3.047 6.108 0.09 0.12 -0.20
C -3.867 -1.654 6.021 0.33 -0.39 -0.66
C -4.401 -0.797 7.043 -0.58 0.39 1.09
N -5.116 -1.197 8.077 0.28 -0.98 -0.60
H -3.426 3.189 6.659 -0.03 0.08 0.06
H -2.367 4.106 4.566 -0.02 0.13 -0.03
H -1.990 2.541 2.669 0.09 0.15 -0.07
H -2.403 -3.682 3.161 0.00 -0.10 0.02
H -3.387 -4.881 5.118 0.00 -0.04 0.01
H -4.389 -3.491 6.975 -0.01 -0.09 0.04
```
Forces are in eV/Å.

Output
Charge: +1
Lowest unoccupied orbital energy in Ha: -0.095
Energy above the lowest of the compared OMol25 structures with the same formula, charge and spin in kcal per mole: 45.5

Here are the Mulliken charges for atoms 1 to 4, given in e:
1. Sn 1.84
2. C -1.76
3. C -0.08
4. C -0.80

***

# 2
C2H5N2O2S | the ωB97M-V functional and the def2-TZVPD basis

```
12
Properties=species:S:1:pos:R:3:forces:R:3
C 0.149 -0.746 0.130 4.05 0.69 -0.72
C 0.835 0.464 -0.062 -0.96 -0.39 0.36
N -1.191 -0.659 0.007 -5.30 -1.40 0.06
N 2.337 0.291 0.184 -2.16 -3.14 -1.69
O -1.738 0.605 -0.158 2.84 -0.98 0.27
O -1.977 -1.611 0.117 2.24 2.60 -0.41
S -3.383 0.703 -0.285 -1.82 0.86 -0.57
H 0.640 -1.794 0.151 -1.50 1.53 0.30
H 2.386 -0.736 0.469 1.41 1.43 -0.74
H 2.540 0.840 0.977 0.72 1.23 0.99
H 2.807 0.607 -0.709 -0.13 -0.62 1.47
H -3.405 2.036 -0.820 0.61 -1.79 0.69
```
Forces are in eV/Å.

Output
Charge: +1
Lowest unoccupied orbital energy (spin up / spin down) in Ha: -0.225 / -0.225
Energy above the lowest of the compared OMol25 structures with the same formula, charge and spin in kcal per mole: 127.0

Here are the natural (NBO) charges for atoms 1 to 4, given in e:
1. C -0.31
2. C 0.07
3. N 0.47
4. N -0.76

***

# 3
C5H8O | the ωB97M-V functional and the def2-TZVPD basis

```
14
Properties=species:S:1:pos:R:3:forces:R:3
C -0.161 -1.637 -1.214 0.22 -0.09 -0.21
C 0.943 -0.989 -0.931 -0.15 0.12 0.27
C 1.694 -0.204 -0.266 -0.08 -0.02 0.02
C 2.188 0.632 0.622 0.13 -0.06 -0.10
H -0.399 -2.571 -0.716 0.11 -0.04 -0.18
H -0.911 -1.214 -1.874 0.14 -0.10 -0.12
H 2.612 0.263 1.552 0.06 0.04 -0.15
H 2.164 1.707 0.470 0.09 -0.10 -0.07
C -1.616 0.860 0.253 -0.30 0.32 -0.15
O -1.053 -0.203 0.979 0.08 0.08 0.35
H -2.666 0.610 0.073 0.11 0.11 0.04
H -1.569 1.802 0.817 -0.06 -0.07 -0.12
H -1.134 1.020 -0.726 -0.03 -0.10 0.22
H -0.093 -0.076 0.959 -0.33 -0.10 0.19
```
Forces are in eV/Å.

Output
Charge: 0
Lowest unoccupied orbital energy in Ha: 0.005
Energy above the lowest of the compared OMol25 structures with the same formula, charge and spin in kcal per mole: 90.3

Here are the natural (NBO) charges for atoms 1 to 4, given in e:
1. C -0.34
2. C -0.04
3. C -0.04
4. C -0.45

***

# 4
C7H10BBrLiN2O2 | the ωB97M-V functional and the def2-TZVPD basis

```
24
Properties=species:S:1:pos:R:3:forces:R:3
C 2.910 0.656 0.190 0.22 0.42 -0.72
C 2.037 -0.601 -0.362 -0.06 1.55 0.86
Br 3.348 -2.019 -0.888 -0.87 0.65 0.19
C 1.062 -1.152 0.799 0.18 -1.43 -0.42
C -0.517 -0.970 0.506 0.10 -0.80 -0.27
C -0.967 -1.568 -0.939 -0.96 -1.05 -2.53
N -1.357 -2.034 -1.985 2.04 2.54 5.50
C -1.089 0.521 0.750 -0.17 0.81 -0.84
C -0.423 1.655 -0.159 1.82 1.94 -3.20
N 0.049 2.423 -0.976 -2.97 -4.24 4.49
B -2.694 0.466 0.318 -1.78 0.39 -0.87
O -3.620 -0.339 1.093 2.51 0.59 -2.24
O -3.083 1.222 -0.853 0.40 -2.22 2.06
H 3.902 0.731 -0.408 -1.72 -0.19 1.16
H 2.372 1.676 0.027 0.72 -1.90 0.36
H 3.143 0.558 1.311 -0.28 -0.02 -1.77
H 1.449 -0.294 -1.313 1.06 -0.74 1.60
H 1.248 -2.300 0.862 -0.47 2.00 -0.09
H 1.355 -0.750 1.851 -0.74 -0.40 -1.95
H -1.061 -1.650 1.279 0.85 1.28 -1.33
H -1.022 0.778 1.865 0.27 -0.22 -1.70
H -3.266 -1.259 1.051 -0.63 0.70 0.50
H -3.844 0.801 -1.317 0.49 0.58 0.74
Li 0.068 3.448 -2.702 0.00 -0.23 0.46
```
Forces are in eV/Å.

Output
Charge: +1
Lowest unoccupied orbital energy in Ha: -0.158

Here are the natural (NBO) charges for atoms 1 to 4, given in e:
1. C -0.65
2. C -0.26
3. Br 0.03
4. C -0.45

***

# 5
C16H31Cl14N | the ωB97M-V functional and the def2-TZVPD basis

```
62
Properties=species:S:1:pos:R:3:forces:R:3
Cl 3.097 -2.649 -0.249 0.00 0.14 -0.16
C 2.732 -4.002 -1.367 -0.70 0.19 0.41
C 3.476 -3.793 -2.650 -0.06 -0.65 -0.40
Cl 2.949 -4.959 -3.960 0.13 0.32 0.70
H 1.644 -4.007 -1.482 0.33 -0.21 0.00
H 3.100 -4.856 -0.819 -0.26 -0.50 -0.19
H 4.513 -4.024 -2.427 0.19 0.43 -0.53
H 3.284 -2.812 -3.066 0.33 0.12 0.06
Cl -1.205 5.624 -4.114 -0.14 0.36 -0.01
C -0.283 6.379 -2.756 -0.33 -0.87 -0.05
C 0.485 5.221 -2.122 -1.07 0.37 0.35
Cl 1.423 5.878 -0.795 0.78 0.32 0.69
H -1.029 6.763 -2.023 0.73 0.00 -0.70
H 0.354 7.138 -3.204 -0.12 0.04 0.29
H 1.124 4.637 -2.771 -0.03 0.15 -0.24
H -0.257 4.587 -1.636 0.15 -0.31 -0.33
Cl -0.709 -3.411 -0.093 0.30 -0.02 0.20
C -1.479 -5.010 0.143 -0.22 0.27 -1.47
C -1.131 -5.726 1.410 1.03 -0.41 0.02
Cl 0.473 -6.632 1.289 -0.64 0.31 -0.23
H -1.228 -5.584 -0.776 -0.07 0.15 0.83
H -2.543 -4.765 0.064 0.12 -0.33 0.42
H -1.904 -6.498 1.523 0.34 0.29 0.58
H -0.916 -5.072 2.270 -0.86 -0.29 -0.40
Cl -3.641 1.628 -3.411 0.12 -0.09 -0.09
C -1.901 1.219 -3.652 -0.39 1.07 0.07
C -1.348 2.074 -4.792 -0.55 0.02 0.48
Cl 0.428 1.968 -4.772 0.07 -0.01 -0.12
H -1.854 0.162 -3.782 0.14 -0.66 -0.49
H -1.418 1.450 -2.719 0.25 0.24 0.30
H -1.636 3.128 -4.664 0.24 -0.52 0.11
H -1.733 1.740 -5.748 0.15 -0.13 -0.19
Cl -2.109 5.254 3.359 -0.27 0.67 0.05
C -1.611 3.756 2.518 0.31 0.86 0.81
C -0.112 3.773 2.299 -0.70 -0.01 -0.69
Cl 0.877 3.414 3.717 -0.08 0.10 0.23
H -2.127 3.741 1.548 0.09 -0.34 0.53
H -1.912 3.035 3.273 -0.03 -0.69 -0.73
H 0.188 4.736 1.861 0.07 -0.42 0.17
H 0.031 2.971 1.595 0.60 -0.18 -0.38
Cl -1.525 0.854 0.244 0.36 -0.22 0.25
C 0.080 0.074 0.491 0.79 -0.48 -0.54
C 1.036 0.413 -0.625 -0.06 0.89 -0.75
Cl 1.316 2.194 -0.770 -0.05 -0.04 0.09
H -0.049 -1.006 0.456 -0.29 0.08 0.12
H 0.538 0.301 1.447 -0.41 0.41 0.17
H 0.683 0.111 -1.604 -0.36 -0.08 -0.09
H 2.035 0.024 -0.527 0.00 -0.43 0.59
Cl -1.271 -1.431 3.347 -0.55 0.17 0.12
C -2.988 -1.218 2.842 -0.06 -0.63 -0.46
C -3.934 -2.236 3.480 0.97 -0.22 0.34
Cl -3.584 -3.917 2.880 0.11 0.32 0.29
H -2.980 -1.384 1.761 -0.03 0.12 0.15
H -3.321 -0.190 3.016 0.23 -0.21 0.27
H -4.928 -2.089 3.096 -0.43 0.43 0.30
H -3.859 -2.254 4.594 -0.24 0.01 -1.02
C 4.779 -0.884 3.502 0.12 0.31 -0.23
C 3.835 -0.586 2.450 -2.72 0.94 -2.49
N 3.047 -0.343 1.612 2.33 -0.61 2.52
H 5.092 -1.900 3.372 0.60 -0.51 -0.13
H 4.307 -0.842 4.463 -0.35 0.26 0.50
H 5.599 -0.165 3.456 0.07 -0.28 0.07
```
Forces are in eV/Å.

Output
Charge: 0
Lowest unoccupied orbital energy in Ha: 0.013

Here are the natural (NBO) charges for atoms 1 to 4, given in e:
1. Cl -0.07
2. C -0.39
3. C -0.36
4. Cl -0.09

***

no.,E (eV)
1,-174906.9042
2,-20050.5382
3,-7358.3382
4,-85414.6895
5,-193900.0619